#P
ORCA calculation (the ωB97M-V functional and the def2-TZVPD basis) on C5H14N2 in the gas phase.

Output
Frontier orbital gap, eV: 9.24
Lowest unoccupied orbital energy, eV: 1.1231
Structure (SMILES): CC(C)NCCN
HOMO level, eV: -8.112

Atoms and positions in Å:
N: -3.0747 -0.5313 0.4865
C: -2.4256 -0.1374 -0.7629
C: -1.1036 0.6051 -0.5712
N: 0.0401 -0.2664 -0.3716
C: 1.6261 1.0990 0.9553
C: 1.4013 0.1381 -0.2508
C: 2.2831 -1.1044 -0.0785
H: -2.9711 0.2265 1.1508
H: -2.7308 -1.3982 0.8276
H: -3.0612 0.4241 -1.4348
H: -2.1344 -1.0260 -1.3309
H: -0.8674 1.1416 -1.5084
H: -1.1108 1.3683 0.2181
H: -0.1103 -1.2382 -0.1906
H: 2.6534 1.4565 1.0560
H: 1.4449 0.5653 1.8993
H: 0.9428 1.9439 0.9242
H: 1.7439 0.7873 -1.0736
H: 2.2590 -1.7284 -0.9639
H: 1.9151 -1.5749 0.8363
H: 3.2799 -0.7506 0.1831

#Q
ORCA calculation (the ωB97M-V functional and the def2-TZVPD basis) on C5H14N2 in the gas phase.

Output
Frontier orbital gap, eV: 9.48
Lowest unoccupied orbital energy, eV: 1.1352
Structure (SMILES): CCCNCCN
HOMO level, eV: -8.348

Atoms and positions in Å:
N: 0.2219 -1.8386 1.0483
C: -0.8131 -1.1513 1.8766
C: -1.2814 0.1195 1.0950
N: -0.2262 1.0856 0.8676
C: 0.4193 1.3449 -0.4391
C: 0.2441 0.2138 -1.5187
C: 1.2034 0.6171 -2.7537
H: 0.6370 -2.6219 1.5858
H: -0.1556 -1.9415 0.1168
H: -0.2160 -1.0842 2.8431
H: -1.6309 -1.9054 2.1695
H: -2.1025 0.6095 1.5991
H: -1.5611 -0.2834 0.1408
H: 0.5204 0.8056 1.5540
H: 0.1762 2.2210 -0.9016
H: 1.5765 1.4501 -0.1654
H: 0.5984 -0.7794 -1.1889
H: -0.7190 0.0239 -1.8378
H: 1.3675 -0.2781 -3.3949
H: 0.6982 1.3859 -3.1792
H: 2.2065 0.8049 -2.3124

#R
ORCA calculation (the ωB97M-V functional and the def2-TZVPD basis) on C5H14N2 in the gas phase.

Output
Frontier orbital gap, eV: 9.54
Lowest unoccupied orbital energy, eV: 1.1205
Structure (SMILES): CCNCCCN
HOMO level, eV: -8.419

Atoms and positions in Å:
C: 0.1757 -1.6842 -1.0846
N: 0.1018 -0.7547 0.0491
C: -1.2031 -0.1808 0.3470
C: -1.0161 1.0730 1.1720
C: -0.6297 2.3636 0.5067
N: 0.7909 2.5254 0.1878
C: 1.5090 -2.3838 -1.0963
H: 0.0295 -1.0670 -1.9450
H: -0.6408 -2.3550 -0.9731
H: 0.5632 -1.1704 0.8473
H: -1.6681 0.0222 -0.6231
H: -1.8458 -0.8830 0.8958
H: -1.9065 1.1882 1.8017
H: -0.2700 0.7413 1.9073
H: -1.1451 2.4995 -0.4219
H: -0.9170 3.2204 1.0982
H: 1.2843 2.6965 1.0510
H: 1.1487 1.7229 -0.3049
H: 1.5168 -3.1404 -1.8648
H: 2.2827 -1.6779 -1.4215
H: 1.8395 -2.7558 -0.1289

#S
ORCA calculation (the ωB97M-V functional and the def2-TZVPD basis) on C5H14N2 in the gas phase.

Output
Frontier orbital gap, eV: 9.82
Lowest unoccupied orbital energy, eV: 1.1587
Structure (SMILES): CC[C@@H](C)NCN
HOMO level, eV: -8.664

Atoms and positions in Å:
C: -1.5421 -0.0443 0.5905
C: -0.0848 -0.1262 0.0911
C: 0.6057 -1.2935 0.7438
C: -0.2615 -2.6406 0.6815
N: 0.5606 1.2189 0.2849
C: 0.2635 2.1491 -0.7136
N: 1.0523 1.8938 -2.0310
H: -1.6259 -0.0929 1.7172
H: -2.0521 -0.7916 -0.0109
H: -2.0601 0.9422 0.3162
H: -0.1222 -0.3746 -1.0701
H: 1.6850 -1.4645 0.3316
H: 0.7085 -1.1424 1.8207
H: -1.2755 -2.4996 1.1748
H: 0.2296 -3.5139 1.2341
H: -0.3275 -2.9057 -0.4152
H: 1.4617 1.2167 0.6404
H: 0.4095 3.0940 -0.3650
H: -0.7061 2.1092 -0.9931
H: 1.2333 2.7311 -2.5644
H: 1.8481 1.5349 -1.4636

Which of them is the most stable, and which is the least stable? #R and #Q, in that order.

#P
ORCA calculation (the ωB97M-V functional and the def2-TZVPD basis) on 2 unconnected molecules or ions with the total composition C5H14N2.

Output
Frontier orbital gap, eV: 8.91
Lowest unoccupied orbital energy, eV: 0.2135
HOMO level, eV: -8.696

Atoms and positions in Å:
C: 0.3932 0.5183 0.3194
N: -0.2371 0.3459 -1.0071
C: -1.6857 0.5597 -0.9723
C: 0.3583 1.2383 -1.9953
C: 0.0800 -0.5783 1.3253
C: 0.3460 -1.9685 0.7427
N: 0.8890 -0.2296 2.4984
H: 0.0615 1.4593 0.7838
H: 1.4549 0.6757 0.0759
H: -2.1275 0.3899 -1.9657
H: -2.1497 -0.1321 -0.2691
H: -1.9215 1.6111 -0.7066
H: 0.0091 0.9480 -2.9826
H: 1.4409 1.1438 -2.0105
H: 0.0869 2.2734 -1.7911
H: -0.9868 -0.5018 1.5709
H: 1.3749 -1.9863 0.3629
H: 0.2849 -2.7471 1.5215
H: -0.3476 -2.1534 -0.1254
H: 0.6541 -0.8205 3.2914
H: 2.0221 -0.0459 1.3335

#Q
ORCA calculation (the ωB97M-V functional and the def2-TZVPD basis) on 3 unconnected molecules or ions with the total composition C5H14N2.

Output
Frontier orbital gap, eV: 7.95
Lowest unoccupied orbital energy, eV: 0.5482
Structure (SMILES): C=C(C)N.C=N.C
HOMO level, eV: -7.402

Atoms and positions in Å:
C: -1.7502 0.5280 1.1872
C: 1.5031 0.8498 -1.5989
N: -1.2900 1.5155 0.5210
H: 0.1658 1.7819 0.5963
H: -1.8706 1.8717 -0.2308
H: -1.1271 0.1429 1.9818
H: -2.7826 0.1893 1.1512
H: 2.3137 0.3655 -2.1518
H: 1.5920 1.9238 -1.7381
H: 0.5516 0.5191 -2.0291
C: 1.4989 -0.8283 0.2393
C: -1.4081 -1.8550 -0.1716
C: 1.5931 0.4902 -0.1368
N: 1.4012 1.5371 0.7055
H: 1.5497 1.2690 1.6742
H: 1.8226 -1.5910 -0.4548
H: 1.6784 -1.0897 1.2748
H: -2.0565 -1.3603 -0.8899
H: -1.9930 -2.2019 0.6763
H: -1.0222 -2.7447 -0.6648
H: -0.3697 -1.3127 0.0592

#R
ORCA calculation (the ωB97M-V functional and the def2-TZVPD basis) on 3 unconnected molecules or ions with the total composition C5H14N2.

Output
Frontier orbital gap, eV: 9.17
Lowest unoccupied orbital energy, eV: 1.1050
HOMO level, eV: -8.070

Atoms and positions in Å:
C: -0.0647 -1.0267 -0.4932
C: -0.0713 -2.2579 0.3874
N: 1.8563 -0.5284 -0.4042
N: 2.1507 0.5442 -1.1657
H: 2.1116 -1.3555 -0.9428
H: 1.5921 0.6855 -2.0175
H: 2.1697 1.4016 -0.6278
H: 0.1236 -1.2692 -1.5447
H: -1.0795 -0.6620 -0.6359
H: -0.8689 -2.9466 0.0932
H: 0.8738 -2.7963 0.3396
H: -0.2256 -1.9745 1.4295
C: -1.6426 0.7929 1.3159
C: -0.3717 1.1578 0.5921
C: -0.3716 2.0600 -0.4327
H: 0.5213 1.0827 1.2013
H: -2.5106 0.8777 0.6601
H: -1.7823 1.4720 2.1594
H: -1.6035 -0.2170 1.7295
H: -1.2834 2.2768 -0.9752
H: 0.4767 2.6830 -0.6683

Which of them is the most stable, and which is the least stable? #Q and #R, in that order.

#P
ORCA calculation (the ωB97M-V functional and the def2-TZVPD basis) on C5H14N2 in the gas phase.

Output
Frontier orbital gap, eV: 10.23
Lowest unoccupied orbital energy, eV: 1.0393
Structure (SMILES): C[C@@H](N)CCCN
HOMO level, eV: -9.191

Atoms and positions in Å:
C: 1.9105 -0.4806 -0.3687
C: 1.0162 -0.2936 0.8537
C: -0.0065 0.8570 0.7556
C: -0.7504 0.8946 -0.5606
C: -1.5664 -0.3722 -0.8462
N: -2.8212 -0.0392 -1.5386
N: 1.7619 -0.0976 2.0916
H: 2.5548 -1.3441 -0.2405
H: 2.5460 0.3951 -0.5055
H: 1.3465 -0.5931 -1.2937
H: 0.4097 -1.2082 0.9620
H: 0.5306 1.7713 0.9857
H: -0.6932 0.6014 1.5688
H: -1.4230 1.7437 -0.6697
H: -0.0358 0.9996 -1.3821
H: -1.7429 -0.9206 0.0933
H: -1.0054 -1.1031 -1.4321
H: -3.5310 0.1528 -0.8376
H: -3.1880 -0.8690 -1.9943
H: 2.3961 -0.8587 2.3060
H: 2.2916 0.7644 2.0531

#Q
ORCA calculation (the ωB97M-V functional and the def2-TZVPD basis) on a molecular structure, C5H14N2.

Output
Frontier orbital gap, eV: 7.58
Lowest unoccupied orbital energy, eV: -0.3933
HOMO level, eV: -7.977

Atoms and positions in Å:
C: -3.2620 0.2462 -1.1578
C: -1.8863 -0.3632 -1.3642
N: -0.8618 0.6700 -1.5385
C: -0.4820 1.3042 -0.2732
C: 0.5921 0.4520 0.5303
N: 1.4955 -0.2029 -0.4277
C: 2.1910 -0.7909 0.4848
H: -4.0363 -0.5208 -1.1422
H: -3.3523 0.8314 -0.2425
H: -3.4537 0.9115 -2.0023
H: -1.6309 -1.0405 -0.5314
H: -1.9050 -0.9655 -2.2711
H: -1.3799 1.4470 0.3254
H: -0.0742 2.2851 -0.5227
H: 5.6646 -1.7656 3.8653
H: -0.0477 -0.2057 1.1530
H: 1.0334 1.2015 1.2098
H: 0.0004 0.2036 -1.8295
H: 1.9893 -1.8099 0.8483
H: 6.3490 -1.6097 3.9387
H: 3.0568 -0.2779 0.9475

Which of them is the most stable, and which is the least stable? #P and #Q, in that order.

#P
ORCA calculation (the ωB97M-V functional and the def2-TZVPD basis) on C10H18FO3P in the gas phase.

Output
Frontier orbital gap, eV: 10.73
Lowest unoccupied orbital energy, eV: 0.9354
Structure (SMILES): CC#C[C@](F)(CC)P(=O)(OCC)OCC
HOMO level, eV: -9.792

Atoms and positions in Å:
C: 2.9234 0.7302 -0.9600
C: 2.0012 1.1580 -0.3273
C: 4.1219 0.2508 -1.6164
C: 0.9931 0.6000 2.4590
C: 1.1501 -2.4571 0.2344
C: -4.1158 -0.3686 -0.5435
C: 0.3590 1.7965 1.7634
C: -0.2257 -2.1171 -0.3150
C: -3.3806 0.9324 -0.8139
C: 0.2902 1.6452 0.2681
O: -0.7342 0.2582 -1.9696
O: -0.7298 -0.9423 0.3058
O: -2.2199 1.0570 0.0005
F: 0.0412 2.8343 -0.3385
P: -0.8377 0.4351 -0.5221
H: 3.8384 -0.2687 -2.5312
H: 4.6570 -0.4404 -0.9661
H: 4.7725 1.0860 -1.8687
H: 1.9740 0.3976 2.0334
H: 1.1092 0.8061 3.5200
H: 0.3724 -0.2821 2.3389
H: 1.8415 -1.6512 0.0027
H: 1.0976 -2.5763 1.3123
H: 1.5098 -3.3808 -0.2075
H: -3.4728 -1.2102 -0.7893
H: -4.3944 -0.4335 0.5054
H: -5.0126 -0.4162 -1.1556
H: -0.6582 1.9479 2.1320
H: 0.9377 2.7012 1.9749
H: -0.9424 -2.9166 -0.0958
H: -0.1819 -1.9560 -1.3972
H: -4.0038 1.7950 -0.5677
H: -3.0804 0.9858 -1.8654

#Q
ORCA calculation (the ωB97M-V functional and the def2-TZVPD basis) on C10H18FO3P in the gas phase.

Output
Frontier orbital gap, eV: 9.06
Lowest unoccupied orbital energy, eV: 0.2634
Structure (SMILES): CCC#C[P@@](=O)(OCC)[C@@](C)(F)OCC
HOMO level, eV: -8.796

Atoms and positions in Å:
C: 0.1885 -3.2131 -0.2819
C: -0.2696 -2.1170 -0.1067
C: 0.5860 -5.4010 0.7739
C: -0.8125 4.3607 1.8462
C: 2.3594 0.7009 -2.2501
C: -2.7149 1.5495 -0.9837
C: 0.7205 -4.5472 -0.4860
C: -0.3685 2.9402 1.5256
C: 1.7568 0.1810 -0.9570
C: -1.8647 1.5821 0.2511
O: 0.2475 -0.0285 1.5325
O: -0.9605 2.5370 0.2840
O: 0.3503 0.3463 -1.0096
F: -2.5770 1.4212 1.3921
P: -0.4877 -0.2394 0.2733
H: 0.9850 -6.3971 0.5938
H: 1.1324 -4.9490 1.5987
H: -0.4584 -5.4895 1.0634
H: -0.3557 4.6837 2.7762
H: -0.5120 5.0358 1.0487
H: -1.8941 4.4031 1.9508
H: 3.4426 0.6315 -2.2038
H: 1.9990 0.1126 -3.0901
H: 2.0726 1.7381 -2.4040
H: -2.0648 1.5619 -1.8525
H: -3.3240 0.6508 -0.9915
H: -3.3648 2.4261 -1.0026
H: 0.1932 -5.0185 -1.3204
H: 1.7766 -4.4502 -0.7598
H: -0.6420 2.2490 2.3234
H: 0.7126 2.8930 1.3773
H: 2.1517 0.7266 -0.0915
H: 1.9966 -0.8807 -0.8198

Which of them is the most stable, and which is the least stable? #P and #Q, in that order.